# 1
C34H34F7N4O12PS | wB97M-V/def2-TZVPD

structure (SMILES) = C=C[PH2](CCCOC(C)=O)S(=O)(=O)C(F)(F)C(F)(F)C(F)(F)F.O=[N+]([O-])c1ccccc1.O=[N+]([O-])c1ccccc1.O=[N+]([O-])c1ccccc1.O=[N+]([O-])c1ccccc1
net charge = 0
HOMO energy = -0.3493 Ha
LUMO = -0.0205 hartree
total energy = -105472.1932 eV

Each line ends with the Mulliken charge.
Geometry (Å):
C: 3.71849 0.52848 1.95955  -0.79
C: 3.27224 -0.40216 1.11289  -0.27
P: 2.93055 -0.08851 -0.63584  0.98
C: 4.29972 1.14027 -0.97045  -1.41
C: 4.27045 1.59127 -2.43220  -0.92
C: 4.67071 0.50765 -3.43116  -0.23
O: 5.58844 -0.43126 -2.83222  -0.32
C: 5.48110 -1.68476 -3.34314  0.87
C: 5.61056 -2.76719 -2.31459  -1.13
O: 5.31403 -1.89746 -4.51778  -0.53
S: 1.24977 -1.61611 -0.59161  1.17
O: 0.75234 -1.78325 -1.93793  -0.67
O: 1.79722 -2.83274 -0.02219  -0.70
C: -0.23553 -1.22538 0.51101  0.33
F: 0.11635 -1.23395 1.82045  -0.29
F: -1.07648 -2.27623 0.31572  -0.25
C: -1.07140 0.03166 0.16910  0.89
F: -2.23213 -0.08839 0.82383  -0.26
F: -1.34784 0.02707 -1.13696  -0.31
C: -0.44458 1.41953 0.54973  0.54
F: -0.16705 2.14157 -0.55094  -0.25
F: 0.67118 1.27263 1.27733  -0.20
F: -1.33082 2.11820 1.28219  -0.24
H: 3.44440 0.49586 3.00236  0.30
H: 4.37715 1.33107 1.66974  0.26
H: 3.04854 -1.38565 1.49990  0.55
H: 1.99394 0.85460 -1.13572  -0.19
H: 3.49059 -0.98554 -1.56316  -0.30
H: 4.14126 2.03622 -0.37531  0.55
H: 5.26028 0.70886 -0.71215  0.65
H: 3.26240 1.89686 -2.70816  0.29
H: 4.90417 2.46552 -2.52255  0.44
H: 3.77356 -0.00726 -3.76019  0.45
H: 5.14091 0.92683 -4.30999  0.09
H: 6.00576 -2.35322 -1.39321  0.33
H: 4.63332 -3.19012 -2.11463  0.26
H: 6.29755 -3.52181 -2.66839  0.39
O: -5.40140 5.74212 -2.46590  -0.61
N: -6.13482 4.78953 -2.31404  1.03
O: -7.33676 4.81211 -2.46424  -0.62
C: -5.52143 3.51252 -1.91723  -0.03
C: -4.15912 3.45900 -1.70626  -0.55
C: -3.57455 2.26518 -1.31498  0.02
C: -4.36835 1.13100 -1.13523  -0.29
C: -5.73633 1.21177 -1.36803  -0.68
C: -6.32226 2.40206 -1.75875  -0.41
H: -3.55043 4.34002 -1.84442  0.45
H: -2.51274 2.20465 -1.15068  0.33
H: -3.91549 0.20270 -0.82562  0.42
H: -6.35498 0.33456 -1.23691  0.39
H: -7.38599 2.45775 -1.93289  0.47
O: -3.46563 -5.72450 6.36860  -0.62
N: -3.50197 -4.52779 6.19170  1.01
O: -3.40414 -3.69977 7.07498  -0.60
C: -3.68066 -4.04482 4.81446  0.04
C: -3.83160 -4.96620 3.79434  -0.41
C: -4.01976 -4.50641 2.50127  -0.57
C: -4.05301 -3.14166 2.24600  -0.41
C: -3.89088 -2.23295 3.28224  -0.64
C: -3.70278 -2.68414 4.57648  0.06
H: -3.80546 -6.02552 3.99947  0.46
H: -4.14308 -5.21327 1.69297  0.40
H: -4.20526 -2.78494 1.23588  0.45
H: -3.91334 -1.17013 3.08375  0.55
H: -3.57781 -1.97519 5.37943  0.26
O: -4.24234 2.82271 6.11680  -0.62
N: -4.16339 1.64150 6.36992  1.04
O: -4.52793 0.75374 5.62630  -0.61
C: -3.58962 1.25799 7.66891  0.12
C: -3.19947 2.25208 8.54698  -0.44
C: -2.67671 1.88893 9.77689  -0.42
C: -2.54766 0.54691 10.11064  -0.42
C: -2.93724 -0.43737 9.21262  -0.54
C: -3.46341 -0.08229 7.98230  -0.14
H: -3.30175 3.29341 8.28212  0.45
H: -2.37185 2.65404 10.47693  0.37
H: -2.14326 0.26754 11.07429  0.38
H: -2.83546 -1.48248 9.46933  0.44
H: -3.76969 -0.84851 7.28719  0.36
O: 6.39686 1.58236 -5.97814  -0.66
N: 6.04829 2.01890 -7.05621  1.07
O: 6.20617 3.16248 -7.42043  -0.62
C: 5.38122 1.08497 -7.97297  0.07
C: 5.15571 -0.21390 -7.55352  -0.25
C: 4.50669 -1.08586 -8.41199  -0.53
C: 4.09932 -0.65414 -9.66703  -0.41
C: 4.34296 0.65224 -10.07168  -0.41
C: 4.98801 1.53311 -9.22061  -0.47
H: 5.47249 -0.54818 -6.57514  0.57
H: 4.31710 -2.10256 -8.09797  0.43
H: 3.58867 -1.33748 -10.33240  0.38
H: 4.02687 0.98546 -11.05017  0.37
H: 5.17782 2.55046 -9.52753  0.45


# 2
C18H25BrN4 | wB97M-V/def2-TZVPD

structure (SMILES) = Brc1ccc2ccn(CCN3CCCN4CCCC[C@@H]4C3)c2n1
net charge = 0
HOMO energy = -0.2883 Ha
LUMO = 0.0289 hartree
total energy = -95071.6079 eV

Each line ends with the natural charge from an NBO analysis.
Geometry (Å):
Br: 1.51142 2.46674 3.93372  0.05
C: 0.41553 0.91023 3.96726  0.18
C: -0.86870 0.82638 4.57013  -0.32
C: -1.55429 -0.21720 4.18642  -0.13
C: -1.16352 -1.25886 3.39366  -0.15
C: -1.80833 -2.44377 2.85970  -0.28
C: -0.93866 -3.04431 2.07684  0.00
N: 0.25944 -2.21966 2.01102  -0.37
C: 1.40792 -2.51497 1.05034  -0.20
C: 1.47063 -1.48967 -0.01902  -0.23
N: 0.24567 -1.44601 -0.83154  -0.49
C: 0.20142 -2.01230 -2.17736  -0.20
C: 0.76692 -1.05435 -3.15500  -0.41
C: -0.26935 0.13757 -3.42974  -0.23
N: 0.07607 1.13325 -2.40940  -0.48
C: 0.39733 2.45466 -2.87486  -0.20
C: 0.98247 3.25070 -1.76605  -0.40
C: 0.06739 3.27607 -0.51056  -0.37
C: -0.25163 1.85054 -0.03602  -0.40
C: -0.74597 0.98104 -1.15175  -0.05
C: -0.86556 -0.49162 -0.63193  -0.22
C: 0.11213 -1.11201 2.86389  0.36
N: 0.94930 -0.06897 3.22070  -0.49
H: -1.26539 1.58893 5.19575  0.23
H: -2.56478 -0.13617 4.64088  0.21
H: -2.78634 -2.79758 3.09626  0.23
H: -1.06757 -3.96342 1.47962  0.23
H: 1.35118 -3.49846 0.65312  0.21
H: 2.29604 -2.47435 1.60952  0.21
H: 2.34220 -1.77106 -0.62893  0.20
H: 1.83535 -0.50708 0.36091  0.22
H: -0.83987 -2.25966 -2.42785  0.19
H: 0.73922 -2.96786 -2.15296  0.19
H: 0.93322 -1.60599 -4.13581  0.19
H: 1.81875 -0.76724 -2.88284  0.22
H: -0.11720 0.46500 -4.50938  0.20
H: -1.30450 -0.20564 -3.59198  0.19
H: -0.49689 2.93927 -3.10009  0.15
H: 1.00862 2.44073 -3.81772  0.20
H: 1.25788 4.20067 -2.04553  0.21
H: 1.85889 2.69393 -1.34773  0.19
H: -0.89401 3.81391 -0.84404  0.17
H: 0.49604 3.72455 0.25274  0.20
H: 0.62487 1.41042 0.45487  0.20
H: -1.10625 1.93487 0.61926  0.21
H: -1.66718 1.42588 -1.34348  0.16
H: -1.11391 -0.61122 0.38077  0.21
H: -1.73595 -0.98586 -1.05581  0.19


# 3
C40H21N10NiS3 | wB97M-V/def2-TZVPD

net charge = -1
HOMO energy (spin up / spin down) = -0.1558 / -0.1560 Ha
LUMO (spin up / spin down) = 0.0263 / 0.0264 hartree
total energy = -130277.2381 eV

Each line ends with the Mulliken charge.
Geometry (Å):
Ni: 0.05386 -0.02900 0.28674  -0.88
C: 4.80573 -0.18454 -4.13693  -0.68
C: 4.75867 1.21289 -4.01209  -0.63
C: 3.82266 1.82976 -3.20337  -0.19
C: 2.93139 1.00844 -2.52232  0.43
C: 1.85395 1.29518 -1.59126  -0.13
N: 1.49650 2.52855 -1.29547  -0.58
C: 0.57755 2.76205 -0.39202  -0.10
C: 0.15198 4.11635 -0.06263  0.48
C: 0.49183 5.35589 -0.58951  -0.21
C: -0.10393 6.46820 -0.02231  -0.63
C: -1.00751 6.34678 1.04378  -0.65
C: -1.33748 5.11021 1.56903  -0.14
C: -0.74171 3.99615 0.99167  0.39
C: -0.83752 2.57127 1.28001  -0.05
N: -1.53563 2.11770 2.29334  -0.62
C: -1.60782 0.82525 2.53182  0.05
N: -1.14399 -0.19360 1.75936  -0.12
C: -1.51917 -1.36356 2.35400  -0.11
N: -1.34858 -2.58500 1.90557  -0.63
C: -0.63811 -2.81502 0.82414  0.04
N: 0.07344 -1.92106 0.08445  -0.13
C: 0.75602 -2.62223 -0.86381  -0.15
N: 1.65105 -2.17206 -1.71259  -0.62
C: 1.92468 -0.89015 -1.78874  0.08
N: 1.28465 0.13920 -1.16356  -0.15
C: 2.97629 -0.37335 -2.64672  0.27
C: 3.91760 -0.99721 -3.45766  -0.19
C: 0.43015 -4.03569 -0.76751  0.55
C: 0.84462 -5.14449 -1.49650  -0.18
C: 0.33851 -6.37472 -1.12088  -0.64
C: -0.55211 -6.49814 -0.04237  -0.63
C: -0.95588 -5.39401 0.68470  -0.24
C: -0.45030 -4.15764 0.29933  0.39
C: -2.24353 -1.08616 3.58194  0.45
C: -2.81045 -1.91433 4.54410  -0.21
C: -3.43179 -1.30387 5.61724  -0.61
C: -3.48733 0.09415 5.73033  -0.63
C: -2.92254 0.91413 4.77159  -0.20
C: -2.29946 0.29525 3.69381  0.31
N: -0.06106 1.86588 0.41328  -0.11
H: 5.56038 -0.63018 -4.77292  0.40
H: 5.47750 1.81393 -4.55471  0.39
H: 3.78316 2.90467 -3.09045  0.56
H: 1.19663 5.43670 -1.40597  0.55
H: 0.13280 7.45436 -0.40180  0.39
H: -1.44860 7.24202 1.46402  0.39
H: -2.02589 5.00452 2.39657  0.55
H: 3.95211 -2.07516 -3.54135  0.57
H: 1.53840 -5.03856 -2.31962  0.54
H: 0.63570 -7.26408 -1.66243  0.38
H: -0.92257 -7.48009 0.22429  0.39
H: -1.63425 -5.47820 1.52308  0.54
H: -2.75672 -2.99066 4.45229  0.54
H: -3.88043 -1.91204 6.39279  0.38
H: -3.97779 0.53353 6.58993  0.38
H: -2.95211 1.99242 4.84958  0.54
S: 7.40299 0.01718 4.80771  -0.46
C: 6.08731 -0.19801 3.78737  0.31
S: 4.54213 0.46412 4.19979  -0.17
C: 3.84184 -0.11816 2.71451  -0.03
N: 4.69985 -0.77292 1.98909  -0.82
N: 5.95753 -0.81391 2.59129  0.55
C: 6.94278 -1.49698 1.81688  0.48
C: 8.18597 -1.85850 2.32927  -0.41
C: 9.09670 -2.52498 1.52039  -0.66
C: 8.79335 -2.83927 0.20671  -0.43
C: 7.55012 -2.48011 -0.29572  -0.54
C: 6.62763 -1.81788 0.49413  -0.44
S: 2.20396 0.15069 2.30739  -0.21
H: 8.43680 -1.62003 3.34828  0.17
H: 10.05745 -2.79801 1.93966  0.34
H: 9.51120 -3.35807 -0.41610  0.37
H: 7.28660 -2.71651 -1.31942  0.37
H: 5.66121 -1.54580 0.10129  0.69


# 4
C5H13IOSi | wB97M-V/def2-TZVPD

net charge = 0
HOMO energy = -0.3266 Ha
LUMO = 0.0170 hartree
total energy = -23419.3363 eV
energy relative to the best compared isomer or geometry (same formula, charge and spin) = 2.029 eV

Each line ends with the natural charge from an NBO analysis.
Geometry (Å):
C: 0.81790 0.30812 -1.80402  -1.06
C: 1.44900 1.34716 1.11410  -1.10
C: 0.81092 -1.65434 0.62411  -1.10
C: -2.61323 -0.70074 -0.40016  -0.61
C: -1.44667 0.62122 0.45489  -0.19
O: -1.85836 1.79794 -0.04194  -0.73
Si: 0.42414 0.11068 0.06600  1.53
I: -4.65050 -0.13880 -0.10211  0.09
H: -0.12809 0.39910 -2.38304  0.24
H: 1.35504 1.15512 -1.94285  0.23
H: 1.26886 -0.52350 -2.13610  0.22
H: 2.57327 1.12957 1.16980  0.24
H: 1.53608 2.24342 0.65371  0.23
H: 0.97723 1.59234 2.15264  0.24
H: 0.51479 -2.43780 0.02447  0.23
H: 1.78746 -1.77257 0.93031  0.24
H: 0.38264 -1.92308 1.52982  0.24
H: -2.24960 -0.72846 -1.49747  0.21
H: -2.30144 -1.59888 -0.07987  0.18
H: -1.47665 0.29490 1.53952  0.17
H: -2.77583 2.10699 0.05016  0.49